[1]
{"formula": "C5H7NO", "method": "wB97M-V/def2-TZVPD", "elements": ["N", "C", "O", "C", "C", "C", "C", "H", "H", "H", "H", "H", "H", "H"], "positions_angstrom": [[-0.519655, 1.433463, 2.031531], [-0.078263, 0.905570, 1.025719], [-1.084781, 1.259581, -0.836805], [-1.341128, -0.106106, -1.011527], [0.109648, -0.568082, -0.958633], [0.756689, 0.564100, -1.664632], [0.648350, -0.006029, 0.342918], [-0.836881, 2.386535, 2.125125], [-1.843605, -0.362940, -1.963116], [-1.963567, -0.524014, -0.199085], [0.415820, -1.596957, -1.170525], [0.352311, 1.133527, -2.495426], [1.833187, 0.684777, -1.521751], [1.637780, -0.257467, 0.704004]], "forces_ev_per_angstrom": [[0.01, -0.33, -0.71], [-0.19, 0.09, 0.57], [-0.07, 0.09, 0.25], [0.02, -0.10, -0.02], [0.06, -0.04, -0.04], [0.12, -0.11, -0.14], [0.01, 0.03, 0.19], [0.19, 0.05, -0.23], [0.28, 0.20, 0.08], [0.14, 0.05, -0.12], [-0.02, 0.17, 0.00], [-0.21, -0.12, 0.27], [-0.27, 0.00, -0.06], [-0.08, 0.01, -0.04]], "lowdin_charge": [0.18, -0.17, -0.23, -0.30, -0.31, 0.16, -0.09, 0.08, 0.12, 0.12, 0.14, 0.09, 0.09, 0.12], "lumo_ev": [-0.5343, -0.5349], "e_tot_ha": -324.4991, "homo_energy_ha": [-0.2929, -0.2929], "de_lowest_kj_mol": 591.8}

[2]
{"formula": "C5H7NO", "method": "wB97M-V/def2-TZVPD", "elements": ["O", "C", "C", "C", "C", "C", "N", "H", "H", "H", "H", "H", "H", "H"], "positions_angstrom": [[-2.548878, 0.672735, 0.813596], [-2.223906, -0.241502, -0.202138], [-0.913694, -0.063312, -0.794149], [0.097616, 0.557300, -1.198485], [0.900626, -0.076360, -0.060242], [2.344661, -0.324730, -0.114038], [1.787579, 0.714746, 0.771909], [-2.013638, 0.468180, 1.588519], [-2.516063, -1.273532, 0.028850], [-2.771203, 0.073920, -1.098195], [0.370569, -0.868716, 0.470914], [2.900903, -0.063176, -1.004915], [2.654927, -1.229399, 0.401427], [1.930500, 1.653845, 0.396946]], "forces_ev_per_angstrom": [[0.01, -0.11, 0.29], [-0.08, 0.02, -0.59], [-0.85, 1.02, -1.02], [0.03, -0.64, 0.53], [0.37, -0.23, 0.02], [0.22, -0.21, -0.06], [0.18, 0.05, 0.19], [-0.03, 0.09, 0.01], [0.21, 0.16, -0.02], [-0.59, -0.17, 0.07], [0.40, 0.03, 0.71], [-0.06, 0.16, 0.07], [0.32, 0.23, -0.04], [-0.13, -0.40, -0.15]], "lowdin_charge": [-0.03, -0.26, -0.04, 0.07, -0.44, -0.14, 0.03, 0.10, 0.13, 0.14, 0.13, 0.11, 0.10, 0.10], "lumo_ev": 0.6262, "e_tot_ha": -324.5052, "homo_energy_ha": -0.3370, "de_lowest_kj_mol": 575.8}

[3]
{"formula": "C18H18MnN4O4S2", "method": "wB97M-V/def2-TZVPD", "elements": ["Mn", "C", "C", "C", "C", "N", "C", "C", "C", "C", "C", "C", "N", "C", "C", "C", "C", "C", "N", "H", "H", "H", "H", "H", "H", "H", "H", "H", "H", "H", "C", "N", "C", "C", "O", "H", "H", "H", "H", "H", "H", "H", "O", "S", "O", "O", "S"], "positions_angstrom": [[0.055487, 0.236621, 0.762828], [4.263665, -0.408659, -0.044938], [4.695305, 0.834298, -0.469591], [3.757986, 1.821949, -0.737291], [2.419568, 1.526707, -0.560438], [2.002863, 0.324001, -0.156534], [2.901660, -0.618562, 0.104458], [1.310520, 2.497065, -0.814153], [1.466848, 3.837719, -1.134363], [0.321366, 4.597038, -1.312984], [-0.927781, 4.007441, -1.191993], [-0.983372, 2.657617, -0.877422], [0.114286, 1.947410, -0.690851], [-2.245477, 1.869119, -0.708483], [-3.504041, 2.394563, -0.942268], [-4.606124, 1.575893, -0.750658], [-4.409522, 0.268871, -0.343188], [-3.109270, -0.170688, -0.144204], [-2.049828, 0.607580, -0.329580], [4.961541, -1.202129, 0.184069], [5.751493, 1.040436, -0.588030], [4.072205, 2.801634, -1.070060], [2.504053, -1.558622, 0.463642], [2.447003, 4.285680, -1.220487], [0.401491, 5.652393, -1.540758], [-1.828624, 4.590735, -1.319997], [-3.629881, 3.418622, -1.265535], [-5.604651, 1.961108, -0.912542], [-5.241802, -0.399557, -0.170524], [-2.903289, -1.181866, 0.181666], [-0.674564, -4.925207, 1.174271], [-0.247743, -3.898427, 0.237751], [0.430070, -4.307866, -0.978325], [-0.477559, -2.611246, 0.513241], [-0.152646, -1.680671, -0.234347], [0.093802, -5.694724, 1.239993], [-1.609140, -5.393861, 0.859980], [-0.805876, -4.489966, 2.163089], [-0.144824, -5.086138, -1.482519], [1.422055, -4.702848, -0.747334], [0.529938, -3.450706, -1.636575], [-0.977249, -2.422682, 1.466408], [0.950217, -1.042379, 2.288338], [0.012908, -0.230503, 3.147849], [0.045006, -0.527680, 4.550141], [-1.310875, -0.410472, 2.462316], [0.512779, 1.660976, 2.575953]], "forces_ev_per_angstrom": [[0.63, -1.28, -0.89], [-0.04, -0.03, -0.02], [0.03, 0.10, -0.04], [0.17, -0.03, -0.01], [-0.25, 0.33, -0.21], [-0.17, 0.06, 0.52], [0.00, -0.11, -0.05], [0.53, -0.21, -0.04], [0.00, -0.02, -0.02], [-0.03, 0.07, -0.02], [0.06, 0.05, -0.04], [-0.53, -0.02, -0.10], [-0.22, -0.11, 0.61], [0.38, 0.23, -0.12], [-0.18, 0.00, -0.02], [0.00, 0.09, -0.02], [0.02, -0.07, 0.01], [0.03, 0.03, -0.04], [-0.21, 0.01, 0.36], [-0.02, 0.02, -0.01], [-0.02, 0.00, 0.00], [-0.02, -0.02, 0.01], [0.02, 0.05, 0.02], [-0.03, -0.02, 0.00], [0.00, -0.02, 0.00], [0.04, 0.00, -0.01], [0.00, -0.03, 0.03], [0.01, -0.02, 0.00], [0.02, 0.01, -0.01], [0.00, 0.01, 0.05], [0.09, 0.01, -0.06], [-0.12, 0.06, 0.07], [-0.05, -0.03, 0.05], [0.13, 0.00, -0.12], [-0.02, 0.18, -0.04], [0.03, 0.00, 0.03], [0.00, -0.02, -0.04], [-0.03, 0.02, -0.03], [-0.02, 0.00, 0.00], [-0.01, -0.01, 0.01], [-0.01, 0.04, 0.02], [0.00, 0.00, 0.03], [-0.15, 0.29, 0.11], [-0.12, 0.06, -0.10], [-0.01, -0.01, -0.14], [0.08, 0.14, 0.04], [-0.01, 0.19, 0.23]], "lowdin_charge": [0.41, -0.03, -0.05, 0.00, -0.19, 0.06, -0.09, -0.20, 0.01, -0.04, 0.01, -0.18, 0.09, -0.19, 0.00, -0.05, -0.04, -0.10, 0.09, 0.11, 0.11, 0.11, 0.11, 0.11, 0.11, 0.11, 0.11, 0.11, 0.11, 0.11, -0.03, -0.17, -0.03, -0.30, -0.06, 0.09, 0.09, 0.10, 0.09, 0.09, 0.09, 0.12, -0.47, 0.12, -0.35, -0.46, 0.37], "lumo_ev": [-0.2407, -0.2274], "multiplicity": 2, "e_tot_ha": -3164.1250, "homo_energy_ha": [-0.2651, -0.2601], "de_lowest_kj_mol": 16.2}

[4]
{"formula": "C10H27N3S2Sn", "method": "wB97M-V/def2-TZVPD", "elements": ["Sn", "S", "S", "C", "C", "C", "N", "C", "C", "H", "H", "H", "H", "H", "H", "H", "H", "C", "H", "H", "H", "H", "H", "H", "H", "C", "C", "H", "H", "H", "H", "N", "C", "C", "N", "H", "H", "H", "H", "H", "H", "H", "H"], "positions_angstrom": [[0.854679, 0.048957, -0.440723], [-0.110148, -2.546217, -0.733128], [-0.212665, 2.633461, -0.775115], [1.499698, -3.455939, -0.539785], [-0.371016, -2.472202, -2.560736], [0.315645, -1.286368, -3.225564], [-0.134849, -0.020987, -2.597666], [0.277072, 1.248398, -3.245987], [-0.432121, 2.432069, -2.598383], [-1.463648, -2.405244, -2.682988], [-0.045965, -3.421093, -3.011545], [0.101079, -1.260610, -4.306130], [1.402137, -1.357316, -3.109751], [0.043976, 1.193937, -4.321214], [1.363170, 1.343821, -3.153987], [-1.523258, 2.331467, -2.721062], [-0.126793, 3.371962, -3.080686], [1.392757, 3.556305, -0.583918], [-1.150409, -0.043004, -2.403464], [2.194499, 3.152480, -1.220963], [1.669638, 3.479795, 0.479999], [1.214144, 4.617647, -0.824542], [1.862970, -3.232851, 0.474792], [2.245110, -3.161098, -1.292614], [1.297687, -4.537290, -0.608936], [-3.860795, -0.021765, 1.221667], [-3.253822, -0.018849, 2.408300], [-4.135634, -0.961361, 0.738099], [-4.130890, 0.912364, 0.723090], [-3.010394, -0.959004, 2.912357], [-3.007579, 0.916528, 2.917568], [1.702443, -0.285424, 1.977090], [2.664404, 0.805110, 2.063393], [3.699282, 0.745646, 0.959928], [3.294392, -0.028330, -0.274186], [2.055127, -1.136857, 2.417849], [0.805130, -0.098609, 2.425686], [2.138719, 1.749347, 2.130722], [3.183484, 0.719381, 3.020593], [4.017547, 1.747149, 0.657480], [4.598587, 0.265304, 1.368732], [3.672375, 0.341490, -1.156577], [3.632535, -1.000902, -0.257698]], "forces_ev_per_angstrom": [[-0.07, -0.20, 1.01], [0.53, -0.73, -0.43], [0.24, 1.00, -0.54], [-0.40, -0.11, -0.06], [-0.06, -0.17, 0.13], [-0.30, 0.40, -0.26], [-0.37, -0.09, 0.16], [-0.34, -0.43, -0.15], [-0.12, 0.39, 0.08], [0.33, -0.07, 0.03], [-0.10, 0.30, 0.21], [0.05, -0.20, 0.26], [0.03, 0.00, -0.06], [0.06, 0.25, 0.24], [0.04, -0.01, -0.02], [0.36, 0.12, 0.00], [-0.15, -0.31, 0.12], [-0.44, 0.02, -0.18], [0.56, 0.08, -0.53], [-0.31, 0.09, 0.22], [-0.14, 0.00, -0.44], [0.11, -0.53, 0.07], [-0.14, -0.06, -0.38], [-0.31, -0.04, 0.23], [0.10, 0.51, -0.03], [0.20, 0.03, 0.14], [0.07, -0.05, -0.22], [0.02, 0.30, 0.08], [0.01, -0.32, 0.13], [-0.10, 0.37, -0.08], [-0.09, -0.33, -0.10], [-0.61, -1.00, 0.05], [-0.23, -0.16, 1.04], [1.32, -0.37, -0.77], [0.27, -0.30, -0.43], [-0.05, 0.22, -0.14], [0.40, 0.22, 0.21], [-0.19, 0.21, -0.34], [0.17, 0.26, -0.08], [-0.16, -0.14, 0.02], [-0.18, 0.13, -0.23], [0.14, 0.18, 0.75], [-0.12, 0.53, 0.29]], "lowdin_charge": [1.23, 0.76, 0.73, -0.33, -0.41, -0.27, -0.27, -0.27, -0.42, 0.10, 0.11, 0.14, 0.12, 0.14, 0.12, 0.09, 0.11, -0.33, 0.14, 0.04, 0.03, 0.06, 0.04, 0.05, 0.06, -0.09, -0.09, 0.05, 0.05, 0.05, 0.05, -0.10, -0.27, -0.21, -0.11, 0.11, 0.09, 0.11, 0.13, 0.12, 0.13, 0.10, 0.10], "lumo_ev": -6.8411, "e_tot_ha": -1571.5606, "homo_energy_ha": -0.5138, "charge": 2, "de_lowest_kj_mol": 0.0}